Below is a 20-piece molecular cluster, C80H220N20O20 overall, with properties calculated with ωB97M-V with the def2-TZVPD basis set.

ORCA input file:
```
! RIJCOSX wB97M-V def2-TZVPD def2/J DEFGRID3
* xyz 0 1
C 19.82 14.98 27.98
C 20.68 15.33 26.76
C 19.92 14.82 25.57
O 19.32 13.55 25.80
C 18.73 13.12 24.56
N 20.76 16.84 26.69
H 19.87 13.86 28.18
H 18.80 15.18 27.67
H 20.12 15.51 28.86
H 21.62 14.79 26.92
H 20.59 14.81 24.75
H 19.06 15.48 25.26
H 17.80 13.79 24.33
H 18.36 12.03 24.57
H 19.36 13.24 23.66
H 21.45 17.19 27.33
H 21.03 17.12 25.74
C 22.88 14.77 22.48
C 21.80 15.05 21.45
C 22.21 15.82 20.12
O 22.85 17.02 20.47
C 22.88 17.90 19.40
N 21.31 13.76 20.94
H 23.47 15.65 22.87
H 23.60 14.11 21.99
H 22.44 14.30 23.33
H 20.99 15.60 21.98
H 21.33 15.96 19.49
H 22.89 15.13 19.69
H 23.24 18.86 19.78
H 21.90 18.06 18.84
H 23.53 17.51 18.63
H 22.15 13.19 20.70
H 20.79 13.24 21.67
C 20.44 23.25 25.36
C 21.24 24.03 24.32
C 22.33 24.94 24.91
O 23.39 24.17 25.50
C 24.76 24.52 25.42
N 21.83 23.02 23.35
H 19.71 22.67 24.84
H 20.03 23.96 26.09
H 20.98 22.45 25.97
H 20.58 24.80 23.82
H 21.93 25.67 25.64
H 22.72 25.44 24.05
H 25.03 25.35 26.08
H 24.89 24.78 24.32
H 25.21 23.61 25.62
H 22.85 23.11 23.32
H 21.62 23.29 22.41
C 16.04 14.08 18.86
C 16.51 15.49 18.46
C 17.97 15.63 18.26
O 18.37 16.87 17.74
C 18.66 17.82 18.76
N 15.86 15.84 17.13
H 16.62 13.42 18.25
H 14.95 13.97 18.76
H 16.28 13.97 19.95
H 16.18 16.24 19.31
H 18.31 15.01 17.45
H 18.52 15.30 19.11
H 19.66 17.63 19.04
H 18.08 17.67 19.67
H 18.62 18.81 18.44
H 16.35 16.70 16.75
H 14.88 15.99 17.18
C 20.67 26.32 29.39
C 21.48 25.83 30.55
C 22.78 26.65 30.57
O 23.66 26.35 31.58
C 24.62 27.40 31.86
N 20.73 26.04 31.81
H 21.26 26.61 28.50
H 20.27 27.29 29.76
H 19.87 25.71 29.02
H 21.62 24.76 30.53
H 22.40 27.70 30.61
H 23.23 26.54 29.54
H 25.14 27.59 30.90
H 25.22 27.06 32.65
H 24.11 28.34 32.07
H 21.36 25.97 32.58
H 20.41 27.01 31.86
C 21.27 22.71 28.92
C 22.06 21.92 29.94
C 21.19 20.71 30.35
O 19.88 21.15 30.90
C 18.89 20.12 30.75
N 23.31 21.30 29.40
H 20.48 23.30 29.39
H 20.68 22.13 28.22
H 21.89 23.33 28.31
H 22.38 22.46 30.85
H 21.63 20.00 31.11
H 21.07 20.14 29.41
H 18.15 20.26 31.61
H 19.36 19.21 30.92
H 18.30 20.22 29.84
H 24.11 21.46 29.98
H 23.48 21.78 28.51
C 11.73 19.43 30.89
C 12.99 19.76 31.66
C 14.19 19.84 30.65
O 14.68 18.60 30.20
C 15.68 18.07 31.03
N 12.93 21.04 32.35
H 11.61 18.34 30.72
H 11.66 20.06 30.01
H 10.89 19.72 31.58
H 13.13 18.98 32.42
H 15.03 20.40 31.22
H 13.98 20.42 29.76
H 16.68 18.44 30.71
H 15.71 17.00 31.02
H 15.73 18.38 32.09
H 11.99 21.38 32.59
H 13.34 21.80 31.84
C 19.71 19.73 15.36
C 18.60 20.24 14.47
C 17.49 19.25 14.35
O 16.46 19.69 13.41
C 15.48 18.70 13.30
N 18.06 21.46 14.99
H 20.25 20.50 15.74
H 20.32 19.02 14.77
H 19.22 19.22 16.21
H 18.90 20.34 13.43
H 17.14 19.03 15.38
H 17.92 18.33 14.02
H 14.81 18.96 12.44
H 14.88 18.69 14.18
H 15.97 17.74 13.13
H 18.76 22.27 14.96
H 17.32 21.69 14.38
C 21.28 21.85 19.30
C 20.68 22.62 18.13
C 19.14 22.71 18.24
O 18.58 21.44 18.36
C 17.19 21.47 18.29
N 21.24 23.96 18.01
H 22.27 21.42 19.05
H 20.59 20.98 19.55
H 21.25 22.55 20.20
H 20.93 22.12 17.20
H 18.89 23.12 17.29
H 18.80 23.46 18.99
H 16.81 21.67 17.30
H 16.83 22.18 19.10
H 16.87 20.42 18.63
H 20.94 24.39 18.95
H 20.79 24.48 17.23
C 13.63 19.47 18.10
C 14.23 18.74 19.28
C 14.21 19.66 20.49
O 14.83 18.99 21.58
C 14.91 19.83 22.70
N 13.40 17.43 19.56
H 14.25 20.28 17.68
H 12.59 19.84 18.30
H 13.50 18.84 17.23
H 15.27 18.53 19.11
H 13.19 19.90 20.76
H 14.71 20.57 20.24
H 15.22 20.85 22.31
H 15.67 19.44 23.34
H 14.00 19.90 23.35
H 13.57 17.23 20.54
H 12.42 17.43 19.36
C 15.27 24.95 24.74
C 16.08 23.90 23.96
C 15.60 23.93 22.52
O 14.32 23.33 22.51
C 13.26 24.13 22.05
N 17.51 24.18 24.04
H 15.36 25.98 24.44
H 15.36 24.89 25.83
H 14.25 24.72 24.38
H 15.78 22.88 24.32
H 16.21 23.37 21.80
H 15.58 24.94 22.12
H 12.89 24.82 22.83
H 12.40 23.42 21.87
H 13.55 24.64 21.07
H 18.01 23.30 23.89
H 17.77 24.44 24.96
C 25.72 23.47 19.09
C 24.67 23.59 20.21
C 25.26 24.02 21.61
O 26.38 23.17 21.89
C 26.04 21.87 22.37
N 23.49 24.40 19.88
H 26.27 24.39 19.06
H 25.13 23.47 18.18
H 26.51 22.66 19.24
H 24.34 22.57 20.36
H 24.47 23.91 22.34
H 25.67 25.06 21.71
H 25.24 21.83 23.06
H 26.97 21.39 22.78
H 25.75 21.39 21.44
H 22.91 24.10 19.11
H 23.85 25.26 19.50
C 16.39 13.88 29.14
C 15.60 14.22 27.90
C 15.24 12.96 27.10
O 16.37 12.34 26.43
C 16.88 11.18 27.06
N 14.41 14.89 28.24
H 17.37 13.41 28.96
H 15.75 13.30 29.75
H 16.51 14.79 29.66
H 16.17 14.81 27.15
H 14.42 13.22 26.37
H 14.82 12.17 27.80
H 16.76 11.20 28.12
H 17.88 11.02 26.99
H 16.45 10.24 26.67
H 14.49 15.78 28.71
H 13.92 15.14 27.38
C 16.33 22.64 27.65
C 16.78 23.27 28.87
C 16.53 24.78 28.91
O 17.30 25.37 27.89
C 17.23 26.77 27.82
N 16.10 22.65 30.03
H 15.24 22.80 27.45
H 16.55 21.54 27.68
H 16.88 23.12 26.82
H 17.88 23.23 28.91
H 16.86 25.10 29.92
H 15.42 25.00 28.80
H 17.02 27.15 26.79
H 18.18 27.25 28.20
H 16.51 27.20 28.49
H 15.22 23.13 30.18
H 16.67 22.82 30.83
C 11.16 22.85 27.21
C 11.99 22.14 26.12
C 12.72 21.01 26.89
O 13.55 20.35 25.99
C 14.37 19.33 26.53
N 11.16 21.67 25.01
H 11.83 23.40 27.83
H 10.47 22.15 27.75
H 10.47 23.57 26.67
H 12.71 22.92 25.67
H 11.98 20.27 27.26
H 13.31 21.41 27.78
H 13.91 18.79 27.31
H 15.29 19.78 26.92
H 14.80 18.67 25.79
H 11.75 21.11 24.35
H 10.65 20.90 25.45
C 17.70 28.62 24.24
C 19.17 28.76 23.83
C 19.45 27.99 22.55
O 20.89 27.88 22.33
C 21.14 27.30 21.08
N 19.66 30.13 23.75
H 17.45 27.54 24.35
H 17.06 29.19 23.52
H 17.64 29.24 25.17
H 19.75 28.26 24.58
H 18.94 28.47 21.74
H 19.13 26.92 22.58
H 20.51 26.43 20.95
H 22.14 26.96 20.95
H 20.84 28.07 20.32
H 19.21 30.62 22.99
H 20.68 30.11 23.56
C 25.42 18.40 26.06
C 25.21 19.84 25.60
C 23.77 20.38 25.59
O 22.85 19.59 24.86
C 23.08 19.53 23.49
N 25.91 20.83 26.42
H 26.45 17.93 26.15
H 24.79 17.85 25.34
H 24.95 18.26 27.00
H 25.69 19.85 24.62
H 23.80 21.44 25.24
H 23.41 20.46 26.60
H 22.14 19.13 23.14
H 23.82 18.81 23.14
H 23.20 20.55 23.00
H 26.91 20.69 26.40
H 25.57 20.73 27.37
C 18.84 23.26 34.72
C 17.72 23.70 33.76
C 17.44 25.18 34.02
O 16.75 25.56 35.23
C 15.40 25.19 35.24
N 18.22 23.71 32.36
H 19.03 22.22 34.64
H 18.67 23.65 35.78
H 19.75 23.76 34.42
H 16.77 23.13 33.82
H 16.84 25.60 33.20
H 18.45 25.70 33.90
H 14.97 25.75 36.09
H 15.31 24.19 35.45
H 15.05 25.42 34.23
H 19.02 24.34 32.02
H 18.39 22.78 31.93
C 14.39 14.80 24.14
C 14.68 16.21 23.61
C 15.79 16.16 22.56
O 16.91 16.98 22.84
C 18.14 16.43 22.36
N 13.50 16.75 22.93
H 13.65 14.88 24.91
H 15.30 14.30 24.36
H 14.03 14.25 23.25
H 14.96 16.88 24.50
H 15.43 16.33 21.56
H 16.24 15.08 22.48
H 18.03 16.29 21.28
H 18.39 15.45 22.72
H 18.92 17.15 22.57
H 12.73 16.87 23.59
H 13.71 17.64 22.52
C 18.63 20.34 26.35
C 17.94 19.70 25.15
C 18.58 19.98 23.83
O 18.40 21.30 23.39
C 18.49 21.37 21.96
N 17.63 18.29 25.38
H 19.68 19.88 26.38
H 18.19 20.05 27.32
H 18.69 21.39 26.17
H 16.98 20.28 24.98
H 18.12 19.30 23.14
H 19.65 19.72 23.87
H 19.47 21.12 21.52
H 18.26 22.44 21.67
H 17.72 20.79 21.45
H 18.47 17.94 25.69
H 17.26 17.79 24.59
*
```

Summary:
**Calculated total energy**: -5779.32275 Eh
**LUMO**: 0.44 eV
**HOMO-LUMO gap**: 8.9552 eV
**Energy relative to the best compared isomer or geometry (same formula, charge and spin)**: 163.5 kcal per mole